Record 1
# C25H30Cl3CoO7

A molecular structure, C25H30Cl3CoO7 (ωB97M-V with the def2-TZVPD basis set, the OMol25 dataset).

Geometry as XYZ:
```
66
C25H30Cl3CoO7 ωB97M-V with the def2-TZVPD basis set
C 0.22769 -0.56189 -3.74364
C -0.14096 -1.16719 -2.36399
C 0.09922 0.96572 -3.57886
C -1.03774 1.11618 -2.56122
H -0.13254 1.41927 -4.55037
H 1.04817 1.36687 -3.19665
C -1.29498 -0.29282 -1.90966
H 0.73208 -1.05668 -1.70311
H -0.41235 -2.22666 -2.45430
C -1.47280 -0.02390 -0.41203
H -2.22612 -0.71993 -2.31663
H -1.95988 1.42017 -3.08543
C -0.84719 2.04165 -1.31527
C 1.54398 -1.08211 -4.27662
C -0.66727 -1.06043 -4.87939
O -0.93512 -0.43895 -5.88646
O 2.40037 -1.62785 -3.59928
O 1.64672 -0.96298 -5.61381
O -1.08444 -2.32609 -4.62443
C -0.61612 -3.43144 -5.42329
H -0.27212 -4.19504 -4.71830
H 0.20091 -3.13589 -6.09314
H -1.47187 -3.78944 -5.99780
C 2.96156 -1.26867 -6.06825
H 3.68765 -0.72331 -5.45180
H 3.00098 -0.94641 -7.11019
H 3.16024 -2.34606 -5.97290
O -1.53494 1.39486 -0.20798
H -0.65165 -0.43535 0.20786
H -2.42061 -0.45027 -0.04863
C -1.47635 3.40882 -1.55016
C 0.61917 2.23047 -0.91383
H 1.13567 2.87619 -1.63627
H 1.14843 1.26945 -0.85080
H 0.65844 2.70944 0.07563
H -1.32996 4.04169 -0.66853
H -2.54827 3.30945 -1.75472
H -0.99638 3.88684 -2.41410
Co -0.39542 -0.42917 4.04004
C -1.95259 -0.44777 5.32113
C -2.41752 -0.23041 3.98736
C -1.98014 -1.32858 3.18173
H -3.02597 0.60408 3.65209
C -1.28735 -2.24712 4.02817
C -1.27254 -1.70318 5.35225
H -0.84903 -2.16548 6.24127
H -2.15503 0.18363 6.17995
H -2.19303 -1.47890 2.12725
H -0.87703 -3.20268 3.70899
C 2.34492 0.38177 4.36518
C 1.83750 -0.55730 5.30688
C 1.52022 -1.76521 4.58845
H 1.78649 -0.41923 6.38308
C 1.89146 -1.56892 3.21164
C 2.37529 -0.24048 3.07861
H 2.74953 0.21477 2.16553
H 2.73320 1.36551 4.60468
H 1.26932 -2.71776 5.04841
H 1.85505 -2.31774 2.42304
Cl 1.22573 4.38010 4.86535
C -0.11844 3.24762 4.78476
Cl 0.06228 2.06561 6.13068
Cl -1.70182 4.01441 4.92557
C -0.07306 2.55724 3.32372
O -0.11809 3.34817 2.39259
O 0.02447 1.26926 3.24996
```

Calculated values
HOMO (alpha / beta) = 0.0769 / -0.0830 hartree
Multiplicity = 5
E = -115935.4005 eV
LUMO energy (alpha / beta) = 4.15 / 4.14 eV
Kohn-Sham gap (alpha / beta) = 2.06 / 6.40 eV
Net charge = -2

---

Record 2
# C6H13N

C6H13N in the gas phase (ωB97M-V with the def2-TZVPD basis set, the OMol25 dataset).

Geometry as XYZ:
```
20
C6H13N ωB97M-V with the def2-TZVPD basis set
C 2.98084 -0.35097 -0.07436
C 1.49274 -0.68070 -0.05001
C 0.63217 0.39605 -0.70154
N -0.75624 -0.02578 -0.67212
C -1.78850 0.95845 -0.92388
C -1.54672 0.43586 0.44862
C -2.38166 -0.58557 1.17640
H 3.19297 0.57497 0.47263
H 3.33625 -0.21993 -1.10323
H 3.57068 -1.15207 0.38271
H 1.30049 -1.62504 -0.57260
H 1.15331 -0.82673 0.98485
H 0.93541 0.53884 -1.74679
H 0.77819 1.36575 -0.18591
H -2.62799 0.61587 -1.52692
H -1.48088 1.98817 -1.11805
H -1.05004 1.15694 1.10533
H -3.17616 -0.11697 1.76681
H -2.82755 -1.29764 0.47628
H -1.73731 -1.14949 1.86179
```

Calculated values
HOMO = -0.3341 hartree
Multiplicity = 1
E = -7921.9421 eV
LUMO energy = 1.25 eV
ΔE to the lowest compared entry with this formula, charge and spin = 85.96 kJ/mol
Kohn-Sham gap = 10.34 eV
Net charge = 0